[1]
# C43H51BN8O6SY

C43H51BN8O6SY as an isolated structure at a distorted geometry (wB97M-V/def2-TZVPD, OMol25).

Computed properties:
molecular weight = 907.72 g/mol
relative energy (zero: lowest compared OMol25 entry of this formula, charge and spin) = 371.4 kJ/mol
HOMO-LUMO gap = 6.8 eV

Structure (ORCA input):
```
! RIJCOSX wB97M-V def2-TZVPD def2/J DEFGRID3
* xyz 1 1
Y 0.365 1.813 -0.179
O -3.738 -4.340 4.303
C -2.505 -3.965 3.884
O -1.630 -4.778 3.836
C -2.312 -2.529 3.476
C -1.113 -2.206 2.867
C -0.894 -0.918 2.409
C -1.857 0.060 2.540
C -3.043 -0.244 3.199
C -3.264 -1.532 3.660
N -1.571 1.344 1.899
C -2.412 2.279 2.015
C -2.231 3.592 1.346
C -3.194 4.563 1.477
C -2.984 5.793 0.858
C -1.813 5.988 0.160
C -0.895 4.945 0.081
N -1.105 3.766 0.658
H -4.343 -3.590 4.256
H -0.359 -2.976 2.750
H 0.053 -0.669 1.948
H -3.823 0.488 3.352
H -4.200 -1.722 4.174
H -3.313 2.185 2.614
H -4.088 4.365 2.055
H -3.724 6.580 0.933
H -1.595 6.927 -0.331
H 0.044 5.061 -0.443
C 4.261 2.876 -2.904
C 3.249 2.564 -1.851
N 2.434 1.575 -1.859
O 2.432 0.701 -2.939
C 3.141 3.471 -0.666
C 4.017 4.623 -0.333
N 2.114 3.202 0.056
O 1.763 3.880 1.091
H 4.297 2.167 -3.724
H 5.261 2.900 -2.465
H 4.068 3.868 -3.318
H 2.715 1.198 -3.719
H 4.823 4.764 -1.054
H 4.451 4.493 0.664
H 3.427 5.543 -0.276
C -4.715 -3.543 -1.989
C -3.829 -3.621 -0.739
C -4.706 -3.517 0.520
C -3.106 -4.965 -0.719
C -2.854 -2.444 -0.741
C -3.328 -1.133 -0.794
C -2.438 -0.089 -0.715
N -1.115 -0.263 -0.579
C -0.645 -1.507 -0.587
C -1.480 -2.610 -0.662
C 0.837 -1.643 -0.426
C 1.482 -2.849 -0.573
C 2.859 -2.943 -0.377
C 3.521 -1.772 -0.048
C 2.810 -0.594 0.067
N 1.488 -0.514 -0.110
C 3.561 -4.294 -0.514
C 2.997 -5.251 0.546
C 3.290 -4.862 -1.915
C 5.070 -4.171 -0.314
H -5.380 -4.411 -2.019
H -4.115 -3.542 -2.903
H -5.340 -2.646 -1.994
H -5.405 -4.357 0.556
H -5.291 -2.593 0.532
H -4.096 -3.546 1.430
H -3.847 -5.768 -0.728
H -2.497 -5.095 0.182
H -2.463 -5.100 -1.595
H -4.387 -0.919 -0.878
H -2.792 0.936 -0.744
H -1.061 -3.603 -0.607
H 0.919 -3.729 -0.852
H 4.589 -1.752 0.119
H 3.321 0.325 0.322
H 1.921 -5.406 0.424
H 3.171 -4.869 1.556
H 3.486 -6.226 0.462
H 2.226 -5.053 -2.084
H 3.818 -5.812 -2.031
H 3.638 -4.180 -2.696
H 5.323 -3.809 0.687
H 5.529 -3.502 -1.048
H 5.529 -5.155 -0.432
O -0.007 2.585 -3.504
B -0.612 2.624 -2.210
O -1.860 3.294 -2.352
C -1.990 3.634 -3.683
C -3.031 4.294 -4.288
C -2.910 4.520 -5.663
C -1.787 4.090 -6.366
C -0.741 3.419 -5.721
C -0.885 3.211 -4.371
H -3.899 4.620 -3.728
H -3.704 5.036 -6.188
H -1.723 4.278 -7.431
H 0.136 3.077 -6.258
C 4.606 0.459 4.403
N 3.618 1.399 4.909
C 2.469 1.697 4.296
N 1.658 2.547 4.972
S 2.017 1.062 2.805
H 5.437 0.446 5.105
H 4.969 0.771 3.427
H 4.189 -0.541 4.314
H 3.760 1.758 5.838
H 2.003 3.087 5.747
H 0.884 2.924 4.454
*
```


[2]
# C14H19N3O4

A 2-piece molecular cluster, C14H19N3O4 overall at a distorted geometry (wB97M-V/def2-TZVPD, OMol25).

Computed properties:
molecular weight = 293.32 g/mol
relative energy (zero: lowest compared OMol25 entry of this formula, charge and spin) = 961.7 kJ/mol
HOMO-LUMO gap = 8.5 eV

Structure (ORCA input):
```
! RIJCOSX wB97M-V def2-TZVPD def2/J DEFGRID3
* xyz 0 1
C 1.583 -0.196 0.562
C 0.107 0.236 0.711
C 2.279 -0.012 -0.912
C 3.855 -0.117 -0.669
C 4.368 -1.349 -0.332
C 4.600 0.977 -0.482
C 5.768 -1.406 0.011
C 5.939 0.997 -0.108
C 6.561 -0.287 -0.017
C -1.840 0.839 -0.834
C -2.460 2.051 0.036
C -2.850 -0.416 -0.651
C -4.390 -0.160 -0.831
C -5.029 -1.408 -0.187
H 1.214 -2.321 0.353
H 1.186 -1.582 1.986
H 2.178 0.146 1.375
H 2.041 -0.689 -1.679
H 2.087 0.936 -1.497
H 3.719 -2.226 -0.365
H 4.052 1.846 -0.722
H 6.369 -2.399 0.077
H 6.480 2.001 0.139
H 7.585 -0.305 0.661
H 0.228 0.174 -1.189
H -1.655 1.128 -1.896
H -2.854 -1.444 -1.198
H -2.954 -0.878 0.478
H -4.803 0.751 -0.314
H -4.738 -0.245 -2.044
H -6.558 -2.256 1.567
H -6.852 -0.561 1.214
H -1.417 1.769 1.680
N 1.635 -1.641 1.069
N -0.413 0.449 -0.393
N -6.309 -1.233 0.323
O -0.410 0.239 1.843
O -3.280 2.776 -0.592
O -4.543 -2.505 -0.378
O -1.847 2.569 1.203
*
```


[3]
# C35H31BrCdCl2N14OP

C35H31BrCdCl2N14OP as an isolated structure (wB97M-V/def2-TZVPD, OMol25).

Computed properties:
molecular weight = 957.93 g/mol
relative energy (zero: lowest compared OMol25 entry of this formula, charge and spin) = 0.0 kJ/mol
HOMO-LUMO gap = 4.9 eV

Structure (ORCA input):
```
! RIJCOSX wB97M-V def2-TZVPD def2/J DEFGRID3
* xyz -1 1
Cd -0.007 0.313 0.682
C -3.451 2.956 -4.226
N -3.337 2.502 -2.856
C -4.356 2.428 -1.942
C -3.796 1.965 -0.781
N -2.462 1.757 -0.965
C -2.203 2.079 -2.207
P -0.562 2.082 -2.985
C 0.438 2.806 -1.651
N 0.387 2.536 -0.366
C 1.363 3.282 0.228
C 2.009 4.027 -0.713
N 1.422 3.716 -1.910
C 1.752 4.315 -3.188
C -0.111 0.324 -2.810
N -0.176 -0.419 -1.725
C 0.216 -1.676 -2.083
C 0.522 -1.700 -3.412
N 0.310 -0.427 -3.870
C 0.552 0.019 -5.230
H -4.504 3.022 -4.488
H -2.996 3.938 -4.359
H -2.966 2.257 -4.904
H -5.368 2.699 -2.197
H -4.268 1.760 0.169
H 1.566 3.207 1.284
H 2.831 4.719 -0.646
H 2.415 5.159 -3.015
H 2.257 3.601 -3.839
H 0.855 4.671 -3.689
H 0.261 -2.478 -1.364
H 0.876 -2.486 -4.057
H 1.204 -0.701 -5.718
H -0.378 0.097 -5.795
H 1.043 0.988 -5.226
Br 5.780 -3.474 -4.039
C 4.827 -2.100 -3.109
C 4.524 -0.904 -3.775
C 3.782 0.054 -3.138
C 3.226 -0.124 -1.813
O 2.486 0.743 -1.303
C 3.632 -1.345 -1.145
C 3.351 -1.600 0.253
N 2.445 -1.071 0.989
C 2.433 -1.422 2.360
C 2.880 -2.617 2.872
C 2.784 -2.917 4.244
C 2.229 -2.020 5.112
C 1.747 -0.785 4.628
C 1.120 0.171 5.465
C 0.639 1.321 4.928
C 0.803 1.544 3.541
N 1.419 0.706 2.745
C 1.856 -0.475 3.257
C 4.418 -2.294 -1.815
H 4.891 -0.744 -4.781
H 3.550 0.990 -3.634
H 4.064 -2.299 0.710
H 3.266 -3.376 2.204
H 3.134 -3.877 4.603
H 2.132 -2.250 6.168
H 1.021 -0.038 6.525
H 0.114 2.051 5.527
H 0.429 2.459 3.100
H 4.692 -3.208 -1.298
Cl -2.498 -1.350 0.017
C -3.322 -0.744 1.439
C -4.584 -1.240 1.676
C -5.336 -0.827 2.775
C -4.765 0.148 3.606
C -3.515 0.651 3.361
Cl -2.921 1.894 4.448
C -2.621 0.257 2.258
N -1.448 0.774 2.113
H -4.992 -1.967 0.981
H -6.329 -1.216 2.958
H -5.320 0.529 4.456
N -3.396 -3.513 3.257
N -2.181 -3.458 2.589
N -1.796 -4.372 1.726
C -0.611 -3.879 1.370
N -0.325 -2.737 2.003
N -1.341 -2.493 2.800
H -4.032 -3.997 2.637
H -3.707 -2.549 3.360
H 0.032 -4.350 0.645
*
```


[4]
# C23H21N2O5SW

C23H21N2O5SW as an isolated structure (wB97M-V/def2-TZVPD, OMol25).

Computed properties:
molecular weight = 621.34 g/mol
relative energy (zero: lowest compared OMol25 entry of this formula, charge and spin) = 53.7 kJ/mol
HOMO-LUMO gap = 5.9 eV

Structure (ORCA input):
```
! RIJCOSX wB97M-V def2-TZVPD def2/J DEFGRID3
* xyz 3 1
W 0.481 0.408 -0.032
O 0.081 1.927 -0.955
C 0.041 3.289 -0.954
C -0.142 3.999 -2.113
C -0.175 5.390 -1.993
C -0.033 6.035 -0.761
C 0.141 5.300 0.390
C 0.182 3.892 0.307
C 0.306 3.097 1.458
N 0.367 1.778 1.549
C 0.402 1.259 2.952
C 0.872 -0.168 2.853
N 0.111 -0.691 1.709
C -0.672 -1.728 1.838
C -1.554 -2.254 0.858
C -2.326 -3.396 1.131
C -3.244 -3.836 0.198
C -3.425 -3.138 -0.997
C -2.694 -1.990 -1.293
C -1.771 -1.584 -0.361
O -1.041 -0.438 -0.551
H -0.259 3.502 -3.065
H -0.319 5.983 -2.887
H -0.066 7.115 -0.716
H 0.251 5.788 1.350
H 0.326 3.626 2.409
H -0.611 1.314 3.356
H 1.066 1.873 3.557
H 0.702 -0.753 3.756
H 1.935 -0.216 2.609
H -0.662 -2.218 2.810
H -2.194 -3.925 2.066
H -3.834 -4.719 0.398
H -4.156 -3.492 -1.713
H -2.839 -1.440 -2.212
C 7.933 -2.268 -2.715
C 6.605 -1.816 -2.212
C 6.419 -0.491 -1.785
C 5.196 -0.049 -1.345
C 4.136 -0.976 -1.324
C 4.283 -2.316 -1.744
C 5.523 -2.712 -2.178
S 2.615 -0.470 -0.887
O 2.539 0.692 0.136
O 1.658 0.068 -1.910
O 1.721 -1.456 -0.185
H 8.739 -1.633 -2.356
H 7.932 -2.222 -3.808
H 8.131 -3.301 -2.435
H 7.257 0.193 -1.796
H 5.058 0.971 -1.011
H 3.454 -3.010 -1.712
H 5.672 -3.736 -2.493
*
```


[5]
# C6H5O3S

An isolated ion of composition C6H5O3S and charge -1 at a distorted geometry (wB97M-V/def2-TZVPD, OMol25).

Computed properties:
molecular weight = 157.17 g/mol
relative energy (zero: lowest compared OMol25 entry of this formula, charge and spin) = 101.6 kJ/mol
structure (SMILES) = O=C[C@@]1(C(=O)[O-])CC=CS1
HOMO-LUMO gap = 7.5 eV

Structure (ORCA input):
```
! RIJCOSX wB97M-V def2-TZVPD def2/J DEFGRID3
* xyz -1 1
O -1.724 -0.514 2.311
C -1.074 0.207 1.594
C -0.584 0.129 0.284
C -1.567 0.995 -0.715
O -1.627 2.161 -0.405
O -1.934 0.332 -1.653
C 0.857 0.473 0.025
C 1.641 -0.547 -0.677
C 0.928 -1.652 -0.971
S -0.637 -1.867 -0.252
H -0.536 1.097 1.987
H 1.334 0.668 1.006
H 0.845 1.468 -0.440
H 2.718 -0.333 -0.830
H 1.360 -2.618 -1.266
*
```


[6]
# C19H14Cl5IrN4O2Si

C19H14Cl5IrN4O2Si as an isolated structure at a distorted geometry (wB97M-V/def2-TZVPD, OMol25).

Computed properties:
<S²> = 8.7774
molecular weight = 727.92 g/mol
HOMO-LUMO gap (alpha / beta) = 7.5 / 5.8 eV

Structure (ORCA input):
```
! RIJCOSX wB97M-V def2-TZVPD def2/J DEFGRID3
* xyz 1 6
Ir 0.245 -0.524 0.174
O -3.942 0.184 0.477
C -2.834 -0.095 0.072
N -1.692 0.642 0.249
C -1.646 1.969 0.400
C -2.769 2.821 0.395
C -2.610 4.180 0.401
C -1.324 4.753 0.430
C -0.203 3.967 0.468
C -0.316 2.561 0.453
N 0.702 1.693 0.379
C 2.028 2.032 0.344
O 2.512 3.068 0.744
C 2.854 0.967 -0.321
C 4.241 1.038 -0.331
C 4.946 0.104 -1.075
C 4.241 -0.823 -1.829
C 2.857 -0.824 -1.762
N 2.185 0.025 -0.997
C -2.551 -1.331 -0.731
C -3.551 -2.269 -0.951
C -3.275 -3.336 -1.791
C -2.032 -3.408 -2.405
C -1.085 -2.437 -2.118
N -1.334 -1.440 -1.279
H -3.752 2.373 0.377
H -3.481 4.817 0.381
H -1.231 5.828 0.417
H 0.786 4.404 0.498
H 4.722 1.821 0.235
H 6.025 0.109 -1.081
H 4.747 -1.537 -2.458
H 2.274 -1.522 -2.342
H -4.507 -2.141 -0.465
H -4.022 -4.090 -1.978
H -1.792 -4.206 -3.090
H -0.105 -2.460 -2.573
Cl -1.583 -1.050 2.779
C -0.176 -0.858 3.836
Cl 0.957 0.281 3.089
H 0.313 -1.826 3.931
H -0.493 -0.465 4.800
Cl -0.090 -3.980 1.968
Si 1.152 -2.675 0.946
Cl 2.896 -2.557 2.053
Cl 1.713 -3.782 -0.722
*
```


[7]
# C2H5FS

A 2-piece molecular cluster, C2H5FS overall at a distorted geometry (wB97M-V/def2-TZVPD, OMol25).

Computed properties:
molecular weight = 80.13 g/mol
relative energy (zero: lowest compared OMol25 entry of this formula, charge and spin) = 290.9 kJ/mol
HOMO-LUMO gap (alpha / beta) = 9.2 / 6.7 eV

Structure (ORCA input):
```
! RIJCOSX wB97M-V def2-TZVPD def2/J DEFGRID3
* xyz 0 1
C -0.455 1.061 -0.065
C -0.191 -0.167 0.718
F 0.950 -0.457 1.482
S 0.430 -2.171 -1.533
H -1.283 0.994 -0.779
H 0.460 1.257 -0.613
H -0.572 1.923 0.740
H -1.002 -0.793 1.106
H 1.663 -1.647 -1.055
*
```


[8]
# C20H17N5OS2

An isolated molecule of C20H17N5OS2 at a distorted geometry (wB97M-V/def2-TZVPD, OMol25).

Computed properties:
molecular weight = 407.52 g/mol
structure (SMILES) = CCc1nnc(NC(=O)CSc2nc(-c3ccccc3)nc3ccccc23)s1
HOMO-LUMO gap = 8.3 eV

Structure (ORCA input):
```
! RIJCOSX wB97M-V def2-TZVPD def2/J DEFGRID3
* xyz 0 1
C -6.912 -1.169 0.806
C -6.803 -0.014 -0.191
C -5.421 0.514 -0.250
N -4.646 0.442 -1.263
N -3.441 0.965 -1.090
C -3.254 1.458 0.085
N -2.123 2.062 0.547
C -0.877 2.170 -0.045
O -0.032 2.840 0.493
C -0.670 1.408 -1.321
S -0.815 -0.381 -1.012
C 0.829 -0.742 -0.492
N 1.678 0.242 -0.431
C 2.947 -0.027 -0.051
C 3.861 1.113 0.017
C 5.237 0.897 0.068
C 6.104 1.970 0.129
C 5.608 3.265 0.143
C 4.240 3.483 0.102
C 3.365 2.415 0.037
N 3.401 -1.219 0.250
C 2.544 -2.256 0.198
C 2.993 -3.552 0.520
C 2.125 -4.609 0.473
C 0.783 -4.426 0.106
C 0.315 -3.180 -0.214
C 1.182 -2.079 -0.174
S -4.662 1.303 1.138
H -6.648 -0.835 1.807
H -7.929 -1.549 0.824
H -6.243 -1.977 0.521
H -7.071 -0.352 -1.193
H -7.484 0.788 0.104
H -2.193 2.522 1.447
H -1.442 1.637 -2.053
H 0.337 1.595 -1.694
H 5.603 -0.118 0.057
H 7.170 1.800 0.164
H 6.288 4.103 0.190
H 3.853 4.491 0.123
H 2.298 2.577 0.026
H 4.027 -3.675 0.801
H 2.471 -5.602 0.720
H 0.121 -5.279 0.077
H -0.714 -3.018 -0.501
*
```